No. 1
Below is a 2-piece molecular cluster, C4H12 overall, with properties calculated with ωB97M-V with the def2-TZVPD basis set.

CARTESIAN COORDINATES (ANGSTROEM)
C: -2.0183 -0.1498 0.8383
C: -2.5409 0.3370 -0.5485
H: -0.9347 -0.1546 0.7488
H: -2.1766 0.6615 1.5430
H: -2.5455 -1.0855 0.9742
H: -1.9955 1.2291 -0.8578
H: -2.4370 -0.4725 -1.2713
H: -3.5990 0.5990 -0.6052
C: 1.7478 0.4470 -0.0456
C: 2.8026 -0.6707 -0.1430
H: 1.1647 0.4033 0.8690
H: 2.2566 1.4133 -0.0437
H: 1.1692 0.3555 -0.9582
H: 3.3431 -0.5385 -1.0756
H: 2.2939 -1.6370 -0.1428
H: 3.4695 -0.7371 0.7183

Properties
maximum force	2.5	eV Å⁻¹
LUMO	1.1	eV
SMILES	CC.CC
energy above the lowest of the compared OMol25 structures with the same formula, charge and spin	8.7	kcal per mole
HOMO level	-11.6	eV

---

No. 2
Below is a 2-piece molecular cluster, C4H12 overall, with properties calculated with ωB97M-V with the def2-TZVPD basis set.

CARTESIAN COORDINATES (ANGSTROEM)
C: 1.2998 -0.6728 -1.2482
C: 1.5769 0.6582 -1.9284
H: 0.9044 -1.4913 -1.9203
H: 2.2692 -1.1841 -1.0774
H: 0.6991 -0.6452 -0.3665
H: 2.4092 1.2453 -1.4788
H: 0.6784 1.3666 -1.7301
H: 1.8516 0.4340 -2.9800
C: -0.9937 -0.5429 1.5552
C: -1.9842 0.6424 1.5698
H: -1.0267 -1.2444 0.6968
H: 0.0413 -0.1658 1.5750
H: -1.1527 -1.2418 2.3785
H: -2.1997 0.9168 2.6172
H: -2.9167 0.3707 1.1024
H: -1.4563 1.5543 1.2348

Properties
maximum force	2.8	eV Å⁻¹
LUMO	1.1	eV
SMILES	CC.CC
energy above the lowest of the compared OMol25 structures with the same formula, charge and spin	16.4	kcal per mole
HOMO level	-11.1	eV

---

No. 3
Below is a 2-piece molecular cluster, C4H12 overall, with properties calculated with ωB97M-V with the def2-TZVPD basis set.

CARTESIAN COORDINATES (ANGSTROEM)
C: -1.9849 0.6546 0.4519
C: -1.4130 0.7389 -0.9700
H: -2.8774 1.2639 0.6555
H: -2.1763 -0.3199 0.8896
H: -1.2098 1.0891 1.1530
H: -0.9759 -0.2632 -1.2444
H: -0.6895 1.5663 -1.0832
H: -2.2704 0.8691 -1.6490
C: 1.9437 -0.9396 -0.4497
C: 1.4417 -0.4248 0.8966
H: 2.6644 -1.7696 -0.3226
H: 1.1734 -1.3545 -1.1135
H: 2.4066 -0.1258 -1.0149
H: 2.1975 0.0976 1.4963
H: 1.2514 -1.2528 1.5715
H: 0.5185 0.1710 0.7329

Properties
maximum force	2.5	eV Å⁻¹
LUMO	1.2	eV
SMILES	CC.CC
energy above the lowest of the compared OMol25 structures with the same formula, charge and spin	9.3	kcal per mole
HOMO level	-11.5	eV

---

No. 4
Below is a 2-piece molecular cluster, C4H12 overall, with properties calculated with ωB97M-V with the def2-TZVPD basis set.

CARTESIAN COORDINATES (ANGSTROEM)
C: -0.5669 0.5020 2.1430
C: -1.5337 0.8298 0.9651
H: 0.4045 0.2313 1.7353
H: -0.4442 1.3346 2.8351
H: -0.9968 -0.3059 2.7311
H: -2.3482 1.4264 1.3607
H: -1.9003 -0.1033 0.5520
H: -0.9656 1.4008 0.2369
C: 0.3044 -0.7491 -1.8226
C: 1.7475 -0.6414 -1.3136
H: 0.2046 -0.0830 -2.6824
H: 0.0068 -1.7419 -2.1420
H: -0.3665 -0.3194 -1.0794
H: 1.8621 -0.7414 -0.2328
H: 2.1692 0.3379 -1.5401
H: 2.4231 -1.3776 -1.7462

Properties
maximum force	1.6	eV Å⁻¹
LUMO	1.2	eV
SMILES	CC.CC
energy above the lowest of the compared OMol25 structures with the same formula, charge and spin	5.0	kcal per mole
HOMO level	-11.6	eV

---

No. 5
Below is a 2-piece molecular cluster, C4H12 overall, with properties calculated with ωB97M-V with the def2-TZVPD basis set.

CARTESIAN COORDINATES (ANGSTROEM)
C: -0.5416 1.6710 -0.6853
C: 0.9144 1.9593 -0.3953
H: -0.6985 1.9187 -1.7383
H: -0.7535 0.5830 -0.7324
H: -1.3480 2.0032 -0.0350
H: 1.2106 1.5335 0.5450
H: 1.1326 3.0378 -0.2336
H: 1.6181 1.5558 -1.1281
C: 0.4664 -1.6754 0.1406
C: -0.8154 -1.9258 0.8828
H: 0.7901 -2.5941 -0.4063
H: 0.2104 -0.8220 -0.5325
H: 1.1612 -1.4038 0.9607
H: -1.7465 -2.3501 0.4358
H: -1.1628 -1.0535 1.4509
H: -0.5856 -2.6283 1.7011

Properties
maximum force	2.7	eV Å⁻¹
LUMO	1.2	eV
SMILES	CC.CC
energy above the lowest of the compared OMol25 structures with the same formula, charge and spin	15.3	kcal per mole
HOMO level	-11.2	eV

---

No. 6
Below is a 2-piece molecular cluster, C4H12 overall, with properties calculated with ωB97M-V with the def2-TZVPD basis set.

CARTESIAN COORDINATES (ANGSTROEM)
C: 0.6323 1.6666 2.2743
C: -0.1741 0.8068 1.3158
H: -0.0669 2.2021 2.8716
H: 1.3003 1.2050 3.0266
H: 1.3309 2.2807 1.6682
H: -1.2729 0.6414 1.5065
H: 0.2310 -0.2745 1.2826
H: -0.4174 1.0136 0.1796
C: -0.8879 -0.7635 -1.8708
C: 0.4415 -1.5581 -1.6236
H: -1.5339 -1.5522 -1.5886
H: -1.1665 -0.0231 -1.1035
H: -0.9789 -0.4832 -2.9303
H: 0.3170 -2.2456 -0.7472
H: 1.3885 -0.9202 -1.5844
H: 0.8571 -1.9957 -2.6770

Properties
maximum force	4.4	eV Å⁻¹
LUMO	1.1	eV
SMILES	CC.CC
energy above the lowest of the compared OMol25 structures with the same formula, charge and spin	41.8	kcal per mole
HOMO level	-10.8	eV

---

No. 7
Below is a 2-piece molecular cluster, C4H12 overall, with properties calculated with ωB97M-V with the def2-TZVPD basis set.

CARTESIAN COORDINATES (ANGSTROEM)
C: 0.7816 0.2430 -2.1884
C: -0.7912 0.3681 -2.2892
H: 1.2756 -0.7482 -2.2799
H: 1.0101 0.8373 -3.0537
H: 1.2214 0.5712 -1.3026
H: -0.9738 1.2518 -3.0000
H: -1.0775 0.3911 -1.2353
H: -1.2750 -0.4726 -2.7367
C: -0.6995 -0.6289 2.4402
C: 0.6210 0.0305 2.0574
H: -1.4353 0.1422 2.6814
H: -0.9161 -1.2539 1.6362
H: -0.6080 -1.3798 3.2606
H: 0.7511 1.0516 2.3350
H: 1.0131 -0.1337 0.9653
H: 1.5428 -0.3336 2.6094

Properties
maximum force	3.6	eV Å⁻¹
LUMO	1.1	eV
SMILES	CC.CC
energy above the lowest of the compared OMol25 structures with the same formula, charge and spin	29.9	kcal per mole
HOMO level	-11.3	eV

---

No. 8
Below is a 2-piece molecular cluster, C4H12 overall, with properties calculated with ωB97M-V with the def2-TZVPD basis set.

CARTESIAN COORDINATES (ANGSTROEM)
C: 1.1389 1.1476 -0.1222
C: 1.2436 2.6616 -0.3354
H: 2.1176 0.6664 -0.0486
H: 0.5958 0.9350 0.7932
H: 0.5975 0.6779 -0.9410
H: 0.6046 2.9810 -1.1610
H: 2.2493 3.0097 -0.5637
H: 0.9604 3.2286 0.5480
C: -1.7214 -1.8413 -0.2970
C: -0.6485 -2.0027 0.7618
H: -1.8960 -2.7278 -0.9011
H: -2.7057 -1.5737 0.1020
H: -1.5137 -1.0258 -0.9879
H: 0.1477 -1.2707 0.6671
H: -0.1798 -2.9825 0.6931
H: -0.9903 -1.8833 1.7928

Properties
maximum force	1.1	eV Å⁻¹
LUMO	1.1	eV
SMILES	CC.CC
energy above the lowest of the compared OMol25 structures with the same formula, charge and spin	6.0	kcal per mole
HOMO level	-11.6	eV

---

No. 9
Below is a 2-piece molecular cluster, C4H12 overall, with properties calculated with ωB97M-V with the def2-TZVPD basis set.

CARTESIAN COORDINATES (ANGSTROEM)
C: -1.1811 -1.4966 -0.5691
C: -1.1563 -2.2195 0.7769
H: -1.3314 -0.4235 -0.6317
H: -0.1415 -1.7091 -0.9082
H: -1.9879 -1.8471 -1.2406
H: -2.1939 -2.5518 0.9105
H: -1.1343 -1.5691 1.6960
H: -0.4619 -3.0511 0.7139
C: 1.2863 1.9941 -0.8459
C: 1.0574 1.8359 0.6880
H: 0.3535 2.1078 -1.4049
H: 2.1281 2.6512 -1.0580
H: 1.6848 1.0568 -1.2638
H: 1.5380 0.9092 0.9744
H: 1.5273 2.6174 1.2480
H: 0.0130 1.6954 0.9147

Properties
maximum force	2.9	eV Å⁻¹
LUMO	1.1	eV
SMILES	CC.CC
energy above the lowest of the compared OMol25 structures with the same formula, charge and spin	19.8	kcal per mole
HOMO level	-11.4	eV

---

No. 10
Below is a 2-piece molecular cluster, C4H12 overall, with properties calculated with ωB97M-V with the def2-TZVPD basis set.

CARTESIAN COORDINATES (ANGSTROEM)
C: 1.9902 0.3135 -0.7828
C: 1.1480 -0.4552 -1.8074
H: 2.6882 1.0047 -1.2524
H: 1.3470 0.9006 -0.1238
H: 2.5509 -0.3481 -0.1261
H: 0.6531 -1.3346 -1.3878
H: 1.8209 -0.8183 -2.5781
H: 0.3813 0.1900 -2.2215
C: -1.4768 0.8303 1.3775
C: -1.6845 -0.6846 1.1648
H: -0.4170 1.0691 1.3638
H: -1.9891 1.4185 0.6195
H: -1.8518 1.1206 2.3578
H: -2.3966 -0.8848 0.3720
H: -2.0141 -1.1297 2.1071
H: -0.7497 -1.1919 0.9173

Properties
maximum force	0.6	eV Å⁻¹
LUMO	1.2	eV
SMILES	CC.CC
energy above the lowest of the compared OMol25 structures with the same formula, charge and spin	3.7	kcal per mole
HOMO level	-11.7	eV